(i)
This record from the Open Molecules 2025 dataset describes a structure of composition C34H39As2NO3PdSi2. The level of theory is the ωB97M-V functional and the def2-TZVPD basis.

Summary:
HOMO-LUMO gap	3.492	eV
HOMO energy	0.015	hartree
lowest unoccupied orbital energy	3.91	eV

```
! wB97M-V def2-TZVPD RIJCOSX def2/J DEFGRID3
* xyz -2 1
Pd 1.18 2.00 -0.19
O 4.18 -1.58 -0.06
C 3.29 -0.70 0.07
O 2.93 0.18 -0.73
C 2.52 -0.76 1.41
C 2.92 -1.68 2.42
C 2.24 -1.72 3.59
C 1.13 -0.87 3.78
C 0.35 -0.84 4.96
C -0.74 -0.01 5.06
C -1.08 0.84 3.98
C -0.34 0.85 2.84
C 0.78 -0.01 2.71
N 1.49 0.03 1.55
H 3.78 -2.30 2.20
H 2.53 -2.40 4.39
H 0.62 -1.50 5.79
H -1.33 0.00 5.96
H -1.93 1.50 4.08
H -0.54 1.52 2.01
C 3.51 4.00 -1.23
Si 2.55 4.30 0.38
C 3.51 3.36 1.73
C 3.03 6.13 0.78
As 0.22 4.14 0.48
Si -0.09 3.23 -1.81
C 0.02 4.83 -2.86
C -1.95 2.81 -1.83
C 0.62 2.00 -3.12
H 4.51 4.45 -1.17
H 3.00 4.44 -2.09
H 3.61 2.93 -1.41
H 4.55 3.72 1.80
H 3.52 2.29 1.50
H 3.03 3.49 2.70
H 4.12 6.26 0.84
H 2.59 6.44 1.74
H 2.64 6.79 0.01
H -0.63 5.61 -2.44
H -0.27 4.64 -3.90
H 1.04 5.23 -2.86
H -2.53 3.55 -1.28
H -2.08 1.84 -1.35
H -2.33 2.76 -2.86
H 1.65 2.26 -3.38
H 0.01 2.08 -4.04
H 0.60 0.97 -2.78
O -0.68 -0.26 -1.03
As -1.33 -1.75 -0.87
C -0.03 -3.12 -1.19
C 1.26 -2.67 -1.46
C 2.28 -3.60 -1.63
C 2.00 -4.96 -1.56
C 0.70 -5.40 -1.29
C -0.31 -4.48 -1.10
C -2.10 -2.20 0.84
C -3.45 -1.99 1.10
C -3.96 -2.23 2.37
C -3.11 -2.68 3.38
C -1.76 -2.88 3.12
C -1.25 -2.63 1.86
C -2.79 -1.95 -2.14
C -3.62 -3.05 -2.22
C -4.63 -3.09 -3.18
C -4.79 -2.03 -4.05
C -3.96 -0.92 -3.97
C -2.95 -0.88 -3.01
H 1.46 -1.61 -1.51
H 3.29 -3.24 -1.78
H 2.79 -5.68 -1.69
H 0.49 -6.46 -1.23
H -1.31 -4.82 -0.86
H -4.10 -1.62 0.31
H -5.01 -2.06 2.57
H -3.51 -2.86 4.37
H -1.10 -3.20 3.92
H -0.19 -2.77 1.67
H -3.50 -3.88 -1.53
H -5.28 -3.95 -3.24
H -5.58 -2.06 -4.79
H -4.09 -0.08 -4.64
H -2.29 -0.02 -2.92
*
```

***

(ii)
This record from the Open Molecules 2025 dataset describes a structure of composition C34H39As2NO3PdSi2. The level of theory is the ωB97M-V functional and the def2-TZVPD basis.

Summary:
HOMO-LUMO gap	3.302	eV
HOMO energy	0.020	hartree
lowest unoccupied orbital energy	3.85	eV

```
! wB97M-V def2-TZVPD RIJCOSX def2/J DEFGRID3
* xyz -2 1
Pd -0.41 -2.24 -0.28
O -0.63 2.02 -1.55
C -0.56 0.90 -1.00
O -0.09 -0.16 -1.45
C -1.09 0.86 0.45
C -1.61 2.05 1.03
C -2.10 2.01 2.30
C -2.05 0.80 3.03
C -2.52 0.67 4.35
C -2.42 -0.53 5.01
C -1.84 -1.65 4.36
C -1.39 -1.55 3.08
C -1.48 -0.32 2.38
N -1.03 -0.27 1.10
H -1.62 2.94 0.41
H -2.52 2.90 2.76
H -2.97 1.53 4.84
H -2.78 -0.62 6.03
H -1.77 -2.59 4.89
H -0.98 -2.41 2.53
C -3.20 -3.18 -2.47
Si -3.23 -3.47 -0.59
C -3.93 -1.83 0.08
C -4.72 -4.66 -0.36
As -1.38 -4.35 0.46
Si 0.59 -3.99 -1.29
C 0.02 -5.18 -2.68
C 1.88 -5.01 -0.32
C 1.78 -2.84 -2.31
H -4.19 -2.89 -2.83
H -2.88 -4.08 -3.01
H -2.49 -2.38 -2.71
H -4.95 -1.65 -0.31
H -3.30 -0.99 -0.22
H -3.98 -1.85 1.17
H -5.64 -4.24 -0.79
H -4.89 -4.84 0.71
H -4.51 -5.62 -0.83
H -0.38 -6.09 -2.24
H 0.88 -5.42 -3.31
H -0.75 -4.73 -3.31
H 1.41 -5.87 0.16
H 2.33 -4.38 0.44
H 2.66 -5.37 -1.00
H 1.22 -2.19 -2.99
H 2.47 -3.46 -2.90
H 2.36 -2.20 -1.64
O 2.62 -1.87 1.12
As 3.40 -0.62 1.82
C 3.36 0.94 0.70
C 2.60 0.82 -0.46
C 2.45 1.93 -1.29
C 3.08 3.12 -0.97
C 3.85 3.23 0.19
C 3.98 2.14 1.03
C 2.72 -0.02 3.52
C 3.15 -0.61 4.71
C 2.59 -0.21 5.92
C 1.61 0.77 5.94
C 1.19 1.35 4.76
C 1.73 0.95 3.55
C 5.24 -1.11 2.15
C 6.15 -0.34 2.87
C 7.45 -0.77 3.04
C 7.85 -1.99 2.50
C 6.95 -2.77 1.79
C 5.64 -2.33 1.61
H 2.09 -0.11 -0.69
H 1.80 1.85 -2.15
H 2.95 3.98 -1.61
H 4.33 4.16 0.44
H 4.56 2.23 1.95
H 3.91 -1.39 4.69
H 2.92 -0.68 6.84
H 1.17 1.07 6.88
H 0.40 2.10 4.77
H 1.38 1.40 2.62
H 5.83 0.60 3.31
H 8.16 -0.17 3.60
H 8.87 -2.33 2.63
H 7.26 -3.72 1.37
H 4.91 -2.92 1.07
*
```

***

What is the stability order? It is (ii), (i), from most stable to least stable.

***

(i)
This record from the Open Molecules 2025 dataset describes the molecule C6H4N2O. The level of theory is the ωB97M-V functional and the def2-TZVPD basis.

Summary:
HOMO-LUMO gap	7.617	eV
HOMO energy	-0.327	hartree
lowest unoccupied orbital energy	-1.28	eV

```
! wB97M-V def2-TZVPD RIJCOSX def2/J DEFGRID3
* xyz 0 1
O 2.50 -1.65 0.05
C 1.63 -0.80 -0.02
N 1.90 0.61 -0.01
C 0.72 1.34 -0.03
C -0.37 0.50 0.02
C -1.79 0.38 0.01
C -2.03 -0.94 -0.02
N -0.85 -1.73 -0.04
C 0.13 -0.86 -0.05
H 2.87 0.96 -0.11
H 0.83 2.45 0.02
H -2.56 1.18 0.10
H -2.98 -1.44 0.08
*
```

***

(ii)
This record from the Open Molecules 2025 dataset describes a cluster of 2 separate species, C6H4N2O in total. The level of theory is the ωB97M-V functional and the def2-TZVPD basis.

Summary:
HOMO-LUMO gap (spin up / spin down)	7.936 / 7.941	eV
HOMO energy (spin up / spin down)	-0.358 / -0.358	hartree
lowest unoccupied orbital energy (spin up / spin down)	-1.79 / -1.79	eV

```
! wB97M-V def2-TZVPD RIJCOSX def2/J DEFGRID3
* xyz 0 1
C -2.55 -1.77 -0.82
C 2.11 0.23 0.51
C 1.06 1.03 0.07
C 1.54 -1.05 0.53
C -0.05 0.24 -0.08
C -1.41 0.56 -0.41
N -3.05 -2.75 -1.10
N -2.16 1.52 -0.44
O 0.26 -1.07 0.21
H 3.14 0.57 0.62
H 1.19 2.09 -0.02
H 1.80 -1.97 0.95
H -1.88 2.37 -0.01
*
```

***

What is the stability order? It is (i), (ii), from most stable to least stable.

***

(i)
This record from the Open Molecules 2025 dataset describes the molecule C3H5NS. The level of theory is the ωB97M-V functional and the def2-TZVPD basis.

Summary:
HOMO-LUMO gap (spin up / spin down)	6.530 / 6.531	eV
HOMO energy (spin up / spin down)	-0.268 / -0.268	hartree
lowest unoccupied orbital energy (spin up / spin down)	-0.77 / -0.76	eV

```
! wB97M-V def2-TZVPD RIJCOSX def2/J DEFGRID3
* xyz 0 1
C 0.77 -0.33 0.65
C 1.49 -1.31 0.06
C -1.06 1.35 -0.17
N -0.57 0.22 0.33
S 0.97 0.35 2.20
H 1.26 -1.70 -0.91
H 2.37 -1.65 0.56
H -2.06 1.66 0.09
H -0.43 2.00 -0.74
H -1.25 -0.31 0.87
*
```

***

(ii)
This record from the Open Molecules 2025 dataset describes the molecule C3H5NS. The level of theory is the ωB97M-V functional and the def2-TZVPD basis.

Summary:
HOMO-LUMO gap	8.574	eV
HOMO energy	-0.304	hartree
lowest unoccupied orbital energy	0.30	eV

```
! wB97M-V def2-TZVPD RIJCOSX def2/J DEFGRID3
* xyz 0 1
S -0.61 1.96 1.85
C 0.35 1.36 0.60
N 0.12 0.59 -0.29
C -0.84 -0.49 -0.36
C 0.53 -0.92 -0.41
H 1.47 1.80 0.38
H -1.46 -0.83 0.55
H -1.40 -0.71 -1.33
H 1.19 -1.50 0.37
H 0.65 -1.25 -1.36
*
```

***

What is the stability order? It is (i), (ii), from most stable to least stable.

***

(i)
This record from the Open Molecules 2025 dataset describes the molecule C3H5NS. The level of theory is the ωB97M-V functional and the def2-TZVPD basis.

Summary:
HOMO-LUMO gap	8.542	eV
HOMO energy	-0.321	hartree
lowest unoccupied orbital energy	-0.19	eV

```
! wB97M-V def2-TZVPD RIJCOSX def2/J DEFGRID3
* xyz 0 1
S 3.02 0.16 -0.23
C 1.43 -0.30 0.10
N 0.37 0.10 -0.70
C -0.68 0.82 0.09
C -0.96 -0.54 -0.28
H 1.24 -1.08 0.97
H -0.71 1.04 1.18
H -1.31 1.59 -0.56
H -0.77 -1.15 0.57
H -1.63 -0.65 -1.15
*
```

***

(ii)
This record from the Open Molecules 2025 dataset describes the molecule C3H5NS. The level of theory is the ωB97M-V functional and the def2-TZVPD basis.

Summary:
HOMO-LUMO gap	8.881	eV
HOMO energy	-0.323	hartree
lowest unoccupied orbital energy	0.10	eV

```
! wB97M-V def2-TZVPD RIJCOSX def2/J DEFGRID3
* xyz 0 1
S 2.73 0.25 0.00
C 1.40 -0.70 -0.30
N 0.11 -0.27 -0.65
C -0.51 1.00 -0.23
C -1.03 -0.36 0.28
H 1.44 -1.75 -0.22
H -0.06 1.66 0.64
H -1.16 1.51 -0.95
H -0.89 -0.52 1.36
H -2.04 -0.82 0.06
*
```

***

What is the stability order? It is (ii), (i), from most stable to least stable.

***

(i)
This record from the Open Molecules 2025 dataset describes a cluster of 3 separate species, C2H9NO4 in total. The level of theory is the ωB97M-V functional and the def2-TZVPD basis.

Summary:
HOMO-LUMO gap	10.339	eV
HOMO energy	-0.362	hartree
lowest unoccupied orbital energy	0.49	eV

```
! wB97M-V def2-TZVPD RIJCOSX def2/J DEFGRID3
* xyz 0 1
C -1.30 -1.44 -1.41
N -0.45 -0.50 -0.67
C -0.19 0.79 -1.10
O 0.90 1.29 -1.01
O -1.24 1.49 -1.57
H -0.80 -2.39 -1.56
H -2.21 -1.64 -0.83
H -1.53 -0.95 -2.35
H -0.27 -0.76 0.27
H -2.00 0.88 -1.49
O 2.91 -0.74 2.27
H 2.21 -0.10 2.28
H 3.61 -0.56 1.63
O -0.06 1.25 1.92
H -0.13 2.04 2.46
H 0.55 1.37 1.17
*
```

***

(ii)
This record from the Open Molecules 2025 dataset describes a cluster of 3 separate species, C2H9NO4 in total. The level of theory is the ωB97M-V functional and the def2-TZVPD basis.

Summary:
HOMO-LUMO gap	9.708	eV
HOMO energy	-0.337	hartree
lowest unoccupied orbital energy	0.53	eV

```
! wB97M-V def2-TZVPD RIJCOSX def2/J DEFGRID3
* xyz 0 1
C -0.59 2.66 0.21
N -1.06 1.66 -0.74
C -1.28 0.30 -0.49
O -2.26 -0.31 -0.77
O -0.13 -0.22 0.05
H -0.40 3.54 -0.39
H 0.35 2.35 0.66
H -1.32 2.78 1.01
H -1.21 1.96 -1.69
H -0.34 -1.10 0.40
O 4.61 -1.72 -0.02
H 4.87 -1.44 -0.90
H 3.90 -2.35 -0.19
O -1.41 -2.64 0.70
H -2.36 -2.63 0.51
H -1.37 -2.83 1.64
*
```

***

What is the stability order? It is (ii), (i), from most stable to least stable.

***

(i)
This record from the Open Molecules 2025 dataset describes the molecule CF2O3S. The level of theory is the ωB97M-V functional and the def2-TZVPD basis.

Summary:
HOMO-LUMO gap	8.764	eV
HOMO energy	-0.430	hartree
lowest unoccupied orbital energy	-2.95	eV

```
! wB97M-V def2-TZVPD RIJCOSX def2/J DEFGRID3
* xyz 0 1
C -1.14 -0.08 -0.59
O -0.96 0.85 0.20
O 1.69 1.09 0.18
O -0.44 -1.07 -0.67
F -2.18 -0.01 -1.43
F 2.09 -0.93 1.43
S 0.94 0.14 0.87
*
```

***

(ii)
This record from the Open Molecules 2025 dataset describes the molecule CF2O3S. The level of theory is the ωB97M-V functional and the def2-TZVPD basis.

Summary:
HOMO-LUMO gap	12.062	eV
HOMO energy	-0.460	hartree
lowest unoccupied orbital energy	-0.46	eV

```
! wB97M-V def2-TZVPD RIJCOSX def2/J DEFGRID3
* xyz 0 1
O 0.60 1.57 0.85
C 0.58 0.40 0.74
F 1.30 -0.56 1.37
S -0.53 -0.39 -0.46
O -1.81 0.00 -0.10
O -0.06 -1.64 -0.71
F -0.08 0.63 -1.69
*
```

***

What is the stability order? It is (ii), (i), from most stable to least stable.